This record from the Open Molecules 2025 dataset describes C4H8NPS as an isolated structure at a distorted geometry. The level of theory is ωB97M-V/def2-TZVPD.

Structure (XYZ):
```
15
Properties=species:S:1:pos:R:3:lowdin_charge:R:1
H -1.776 -2.627 0.253 -0.0084
H 0.542 2.626 0.400 0.0915
H -2.904 -1.560 -0.568 0.0512
H -1.205 -0.614 -1.802 0.0446
H 0.989 1.478 1.540 0.0524
C 1.845 1.152 -0.219 -0.4189
C 0.860 -1.720 -0.277 -0.5380
H 2.784 1.421 0.290 0.0659
S 2.187 -0.716 -0.252 0.8198
H -2.332 -1.268 1.170 0.0452
C -2.060 -1.640 0.162 -0.2597
P -0.656 -0.552 -0.348 0.6146
N -0.738 0.932 0.237 -0.2631
C 0.611 1.571 0.601 -0.3414
H 1.853 1.518 -1.189 0.0444
```

Output
Net charge ... 0
DFT total energy ... -25887.3944 eV
Spin multiplicity ... 1
Orbital gap ... 7.5 eV
E_HOMO ... -8.426 eV
Relative energy (zero: lowest compared OMol25 entry of this formula, charge and spin) ... 91.8 kcal/mol
LUMO energy ... -0.9 eV